Entry one
Molecular formula: C30H69N9O6
Method: DFT, wB97M-V/def2-TZVPD

The molar mass is 651.94 g/mol. As for the HOMO energy: -7.838 eV. As for the spin multiplicity: 1. For the LUMO energy, the calculation gives 0.2 eV. As for the orbital gap: 8.0083 eV.

Last columns: bonded neighbours and bond lengths (Å).
CARTESIAN COORDINATES (ANGSTROEM)
1 C 24.03 -5.29 5.47  C2 1.525, H12 1.090, H13 1.090, H14 1.090
2 C 25.32 -4.68 6.00  C1 1.525, C3 1.571, C4 1.571, N10 1.502
3 C 26.55 -5.55 5.56  C2 1.571, H15 1.090, H16 1.090, H17 1.090
4 C 25.57 -3.32 5.26  C2 1.571, C5 1.523, H18 1.090, H19 1.090
5 C 24.77 -2.14 5.81  C4 1.523, C6 1.529, H20 1.090, H21 1.090
6 C 24.96 -2.01 7.32  C5 1.529, C7 1.562, H22 1.090, H23 1.090
7 C 24.69 -3.29 8.18  C6 1.562, C8 1.535, C9 1.559, N10 1.544
8 C 25.49 -3.03 9.46  C7 1.535, H24 1.090, H25 1.090, H26 1.090
9 C 23.16 -3.52 8.36  C7 1.559, H27 1.090, H28 1.090, H29 1.090
10 N 25.34 -4.52 7.50  C2 1.502, C7 1.544, O11 1.366
11 O 25.14 -5.72 8.11  N10 1.366, H30 0.960
12 H 23.97 -6.26 5.97  C1 1.090
13 H 23.13 -4.73 5.74  C1 1.090
14 H 24.06 -5.55 4.41  C1 1.090
15 H 27.49 -5.07 5.86  C3 1.090
16 H 26.57 -6.49 6.10  C3 1.090
17 H 26.55 -5.85 4.52  C3 1.090
18 H 26.63 -3.15 5.41  C4 1.090
19 H 25.37 -3.47 4.20  C4 1.090
20 H 25.03 -1.25 5.24  C5 1.090
21 H 23.70 -2.27 5.67  C5 1.090
22 H 24.37 -1.18 7.71  C6 1.090
23 H 25.99 -1.68 7.48  C6 1.090
24 H 25.62 -3.94 10.04  C8 1.090
25 H 24.91 -2.37 10.11  C8 1.090
26 H 26.51 -2.73 9.24  C8 1.090
27 H 22.91 -4.55 8.63  C9 1.090
28 H 22.55 -3.36 7.48  C9 1.090
29 H 22.72 -2.90 9.14  C9 1.090
30 H 25.94 -5.92 8.62  O11 0.960
31 C 36.70 -12.21 4.55  C32 1.562, H42 1.090, H43 1.090, H44 1.090
32 C 36.84 -12.74 3.09  C31 1.562, C33 1.534, C34 1.588, N40 1.489
33 C 38.30 -13.08 2.74  C32 1.534, H45 1.090, H46 1.090, H47 1.090
34 C 35.88 -14.01 3.04  C32 1.588, C35 1.494, H48 1.090, H49 1.090
35 C 35.61 -14.49 1.65  C34 1.494, C36 1.571, H50 1.090, H51 1.090
36 C 35.08 -13.36 0.70  C35 1.571, C37 1.511, H52 1.090, H53 1.090
37 C 35.77 -12.01 0.76  C36 1.511, C38 1.553, C39 1.568, N40 1.493
38 C 37.01 -12.08 -0.18  C37 1.553, H54 1.090, H55 1.090, H56 1.090
39 C 34.74 -10.91 0.34  C37 1.568, H57 1.090, H58 1.090, H59 1.090
40 N 36.24 -11.75 2.15  C32 1.489, C37 1.493, O41 1.371
41 O 36.78 -10.50 2.34  N40 1.371, H60 0.960
42 H 37.44 -11.48 4.90  C31 1.090
43 H 35.76 -11.70 4.78  C31 1.090
44 H 36.68 -13.07 5.22  C31 1.090
45 H 38.40 -13.54 1.76  C33 1.090
46 H 38.88 -12.17 2.87  C33 1.090
47 H 38.79 -13.79 3.41  C33 1.090
48 H 36.43 -14.82 3.51  C34 1.090
49 H 34.96 -13.86 3.60  C34 1.090
50 H 36.51 -14.97 1.26  C35 1.090
51 H 35.00 -15.38 1.79  C35 1.090
52 H 34.03 -13.13 0.86  C36 1.090
53 H 35.14 -13.80 -0.30  C36 1.090
54 H 36.66 -11.97 -1.21  C38 1.090
55 H 37.45 -13.06 -0.04  C38 1.090
56 H 37.78 -11.33 0.03  C38 1.090
57 H 34.40 -11.07 -0.68  C39 1.090
58 H 35.21 -9.93 0.23  C39 1.090
59 H 33.90 -10.79 1.03  C39 1.090
60 H 36.00 -10.02 2.62  O41 0.960
61 C 26.75 -13.81 2.15  C62 1.559, H72 1.090, H73 1.090, H74 1.090
62 C 27.22 -12.46 2.78  C61 1.559, C63 1.536, C64 1.567, N70 1.494
63 C 28.31 -11.80 1.92  C62 1.536, H75 1.090, H76 1.090, H77 1.090
64 C 25.98 -11.50 2.87  C62 1.567, C65 1.526, H78 1.090, H79 1.090
65 C 25.00 -11.93 3.96  C64 1.526, C66 1.523, H80 1.090, H81 1.090
66 C 25.69 -11.90 5.32  C65 1.523, C67 1.512, H82 1.090, H83 1.090
67 C 26.99 -12.67 5.41  C66 1.512, C68 1.605, C69 1.493, N70 1.470
68 C 27.74 -11.89 6.60  C67 1.605, H84 1.090, H85 1.090, H86 1.090
69 C 26.67 -14.04 5.92  C67 1.493, H87 1.090, H88 1.090, H89 1.090
70 N 27.76 -12.63 4.16  C62 1.494, C67 1.470, O71 1.372
71 O 28.93 -13.34 4.25  N70 1.372, H90 0.960
72 H 26.25 -13.67 1.19  C61 1.090
73 H 27.64 -14.43 2.03  C61 1.090
74 H 26.11 -14.39 2.82  C61 1.090
75 H 28.49 -10.74 2.07  C63 1.090
76 H 29.26 -12.33 1.99  C63 1.090
77 H 28.07 -11.83 0.86  C63 1.090
78 H 26.39 -10.51 3.09  C64 1.090
79 H 25.51 -11.41 1.90  C64 1.090
80 H 24.11 -11.31 4.02  C65 1.090
81 H 24.61 -12.93 3.78  C65 1.090
82 H 24.99 -12.35 6.02  C66 1.090
83 H 25.73 -10.89 5.73  C66 1.090
84 H 27.76 -10.81 6.44  C68 1.090
85 H 28.77 -12.23 6.59  C68 1.090
86 H 27.38 -12.11 7.61  C68 1.090
87 H 26.08 -14.00 6.83  C69 1.090
88 H 27.65 -14.45 6.12  C69 1.090
89 H 26.14 -14.61 5.15  C69 1.090
90 H 28.66 -14.24 4.05  O71 0.960
91 N 32.40 -10.33 4.41  C92 1.290, H95 1.010, H96 1.010
92 C 32.41 -9.04 4.48  N91 1.290, N93 1.277, O94 1.189
93 N 31.27 -8.63 4.89  C92 1.277, H97 1.010, H98 1.010
94 O 33.35 -8.37 4.18  C92 1.189
95 H 31.65 -11.00 4.52  N91 1.010
96 H 33.24 -10.77 4.09  N91 1.010
97 H 30.64 -9.36 5.19  N93 1.010
98 H 31.23 -7.66 5.16  N93 1.010
99 N 30.45 -5.28 9.48  C100 1.284, H103 1.010, H104 1.010
100 C 30.27 -6.46 9.96  N99 1.284, N101 1.299, O102 1.231
101 N 31.34 -7.19 9.86  C100 1.299, H105 1.010, H106 1.010
102 O 29.20 -6.76 10.48  C100 1.231
103 H 29.65 -4.68 9.60  N99 1.010
104 H 31.17 -5.02 8.82  N99 1.010
105 H 31.38 -8.11 10.28  N101 1.010
106 H 32.13 -6.98 9.28  N101 1.010
107 N 31.20 -2.18 3.08  C108 1.261, H111 1.010, H112 1.010
108 C 31.91 -3.07 3.63  N107 1.261, N109 1.283, O110 1.230
109 N 32.18 -4.02 2.82  C108 1.283, H113 1.010, H114 1.010
110 O 32.23 -3.08 4.82  C108 1.230
111 H 30.83 -1.49 3.71  N107 1.010
112 H 30.95 -2.33 2.11  N107 1.010
113 H 32.80 -4.75 3.15  N109 1.010
114 H 31.68 -4.17 1.96  N109 1.010

Atom charges from the Mulliken analysis, given in e for atoms 1 to 8: -1.67, 1.52, -1.96, -1.22, -0.73, -1.26, 1.66, -1.87



Entry two
Molecular formula: C30H69N9O6
Method: DFT, wB97M-V/def2-TZVPD

The molar mass is 651.94 g/mol. As for the HOMO energy: -8.214 eV. As for the spin multiplicity: 1. For the LUMO energy, the calculation gives 0.4 eV. As for the orbital gap: 8.5731 eV.

Last columns: bonded neighbours and bond lengths (Å).
CARTESIAN COORDINATES (ANGSTROEM)
1 C 4.40 4.76 -2.11  C2 1.586, H12 1.109, H13 1.102, H14 1.081
2 C 3.77 4.51 -3.54  C1 1.586, C3 1.519, C4 1.536, N10 1.450
3 C 3.76 5.85 -4.26  C2 1.519, H15 1.106, H16 1.051, H17 1.095
4 C 4.65 3.52 -4.32  C2 1.536, C5 1.546, H18 1.131, H19 1.112
5 C 4.61 2.06 -3.81  C4 1.546, C6 1.505, H20 1.102, H21 1.124
6 C 3.14 1.71 -3.84  C5 1.505, C7 1.592, H22 1.132, H23 1.079
7 C 2.19 2.67 -2.99  C6 1.592, C8 1.576, C9 1.554, N10 1.404
8 C 0.73 2.25 -3.39  C7 1.576, H24 1.085, H25 1.107, H26 1.071
9 C 2.38 2.49 -1.45  C7 1.554, H27 1.128, H28 1.071, H29 1.101
10 N 2.43 3.97 -3.46  C2 1.450, C7 1.404, O11 1.453
11 O 1.65 4.91 -2.67  N10 1.453, H30 0.972
12 H 5.33 5.37 -2.18  C1 1.109
13 H 3.69 5.33 -1.49  C1 1.102
14 H 4.53 3.87 -1.51  C1 1.081
15 H 3.09 6.54 -3.73  C3 1.106
16 H 4.69 6.29 -4.47  C3 1.051
17 H 3.28 5.71 -5.23  C3 1.095
18 H 4.28 3.43 -5.39  C4 1.131
19 H 5.70 3.88 -4.43  C4 1.112
20 H 5.26 1.50 -4.50  C5 1.102
21 H 5.06 1.95 -2.79  C5 1.124
22 H 2.97 0.68 -3.42  C6 1.132
23 H 2.68 1.73 -4.82  C6 1.079
24 H 0.46 2.70 -4.34  C8 1.085
25 H -0.02 2.68 -2.69  C8 1.107
26 H 0.72 1.18 -3.37  C8 1.071
27 H 1.85 3.32 -0.90  C9 1.128
28 H 3.39 2.47 -1.10  C9 1.071
29 H 1.95 1.53 -1.16  C9 1.101
30 H 0.88 5.09 -3.24  O11 0.972
31 C -2.03 -2.18 -4.88  C32 1.535, H42 1.131, H43 1.110, H44 1.110
32 C -1.92 -1.50 -3.51  C31 1.535, C33 1.537, C34 1.537, N40 1.499
33 C -0.49 -1.80 -3.02  C32 1.537, H45 1.133, H46 1.093, H47 1.080
34 C -2.14 0.03 -3.53  C32 1.537, C35 1.566, H48 1.112, H49 1.100
35 C -3.66 0.40 -3.60  C34 1.566, C36 1.491, H50 1.111, H51 1.062
36 C -4.41 -0.22 -2.47  C35 1.491, C37 1.558, H52 1.061, H53 1.101
37 C -4.29 -1.77 -2.44  C36 1.558, C38 1.522, C39 1.566, N40 1.461
38 C -4.84 -2.34 -1.14  C37 1.522, H54 1.133, H55 1.135, H56 1.109
39 C -5.01 -2.35 -3.70  C37 1.566, H57 1.159, H58 1.056, H59 1.080
40 N -2.86 -2.04 -2.48  C32 1.499, C37 1.461, O41 1.433
41 O -2.76 -3.46 -2.28  N40 1.433, H60 0.952
42 H -2.57 -3.16 -4.77  C31 1.131
43 H -2.50 -1.58 -5.69  C31 1.110
44 H -0.98 -2.27 -5.22  C31 1.110
45 H -0.28 -2.90 -3.19  C33 1.133
46 H 0.25 -1.21 -3.56  C33 1.093
47 H -0.45 -1.69 -1.95  C33 1.080
48 H -1.60 0.47 -2.67  C34 1.112
49 H -1.54 0.24 -4.43  C34 1.100
50 H -3.76 1.51 -3.52  C35 1.111
51 H -4.08 0.22 -4.56  C35 1.062
52 H -5.45 0.02 -2.54  C36 1.061
53 H -3.99 0.13 -1.52  C36 1.101
54 H -4.11 -2.11 -0.30  C38 1.133
55 H -5.09 -3.45 -1.10  C38 1.135
56 H -5.78 -1.79 -0.91  C38 1.109
57 H -4.83 -1.74 -4.67  C39 1.159
58 H -6.05 -2.27 -3.55  C39 1.056
59 H -5.05 -3.41 -3.93  C39 1.080
60 H -3.27 -3.95 -2.92  O41 0.952
61 C -1.97 -3.06 3.85  C62 1.538, H72 1.098, H73 1.059, H74 1.054
62 C -0.54 -2.99 4.41  C61 1.538, C63 1.579, C64 1.544, N70 1.501
63 C -0.32 -4.14 5.47  C62 1.579, H75 1.143, H76 1.113, H77 1.103
64 C 0.36 -3.29 3.19  C62 1.544, C65 1.557, H78 1.107, H79 1.111
65 C 1.86 -3.01 3.49  C64 1.557, C66 1.531, H80 1.122, H81 1.100
66 C 2.01 -1.55 3.94  C65 1.531, C67 1.564, H82 1.090, H83 1.041
67 C 1.21 -1.13 5.22  C66 1.564, C68 1.494, C69 1.567, N70 1.528
68 C 1.78 -1.55 6.53  C67 1.494, H84 1.109, H85 1.126, H86 1.073
69 C 1.08 0.43 5.15  C67 1.567, H87 1.099, H88 1.121, H89 1.063
70 N -0.21 -1.61 4.92  C62 1.501, C67 1.528, O71 1.419
71 O -1.13 -1.21 5.92  N70 1.419, H90 0.920
72 H -2.03 -2.27 3.09  C61 1.098
73 H -2.12 -3.99 3.36  C61 1.059
74 H -2.72 -2.91 4.57  C61 1.054
75 H -0.73 -5.09 4.98  C63 1.143
76 H 0.76 -4.38 5.60  C63 1.113
77 H -0.73 -3.99 6.48  C63 1.103
78 H 0.09 -4.25 2.72  C64 1.107
79 H 0.16 -2.51 2.42  C64 1.111
80 H 2.20 -3.70 4.31  C65 1.122
81 H 2.56 -3.20 2.67  C65 1.100
82 H 1.64 -0.93 3.13  C66 1.090
83 H 2.98 -1.24 4.13  C66 1.041
84 H 2.60 -0.83 6.73  C68 1.109
85 H 2.28 -2.55 6.45  C68 1.126
86 H 1.07 -1.52 7.34  C68 1.073
87 H 0.66 0.77 4.19  C69 1.099
88 H 2.12 0.83 5.26  C69 1.121
89 H 0.50 0.83 5.95  C69 1.063
90 H -0.88 -1.70 6.66  O71 0.920
91 N -4.76 1.29 4.29  C92 1.362, H95 1.025, H96 0.999
92 C -3.49 1.22 3.80  N91 1.362, N93 1.349, O94 1.220
93 N -2.74 0.20 4.28  C92 1.349, H97 1.025, H98 1.008
94 O -3.21 1.95 2.87  C92 1.220
95 H -5.33 2.11 4.07  N91 1.025
96 H -4.94 0.87 5.17  N91 0.999
97 H -1.78 0.03 3.99  N93 1.025
98 H -3.14 -0.45 4.93  N93 1.008
99 N -1.96 -0.25 0.78  C100 1.397, H103 0.993, H104 1.014
100 C -0.69 0.13 1.21  N99 1.397, N101 1.327, O102 1.252
101 N -0.66 1.13 2.08  C100 1.327, H105 1.007, H106 1.049
102 O 0.31 -0.45 0.73  C100 1.252
103 H -1.98 -1.04 0.17  N99 0.993
104 H -2.78 -0.05 1.35  N99 1.014
105 H 0.10 1.79 2.16  N101 1.007
106 H -1.56 1.57 2.39  N101 1.049
107 N 2.88 0.62 1.16  C108 1.361, H111 1.065, H112 1.017
108 C 3.78 -0.14 0.48  N107 1.361, N109 1.369, O110 1.184
109 N 3.34 -1.40 0.19  C108 1.369, H113 1.012, H114 1.027
110 O 4.83 0.33 0.18  C108 1.184
111 H 3.32 1.55 1.41  N107 1.065
112 H 1.89 0.51 0.99  N107 1.017
113 H 2.37 -1.61 0.40  N109 1.012
114 H 3.75 -1.95 -0.57  N109 1.027

Atom charges from the Mulliken analysis, given in e for atoms 1 to 8: -1.54, 1.65, -2.09, -1.25, -0.47, -1.46, 2.21, -2.19



Result of the stability comparison: entry two is the most stable of them.



Entry one
Molecular formula: C3H7PS2
Method: DFT, wB97M-V/def2-TZVPD

The molar mass is 138.20 g/mol. As for the HOMO energy (alpha / beta): -7.318 / -7.696 eV. As for the spin multiplicity: 1. For the LUMO energy (alpha / beta), the calculation gives -0.4 / -0.1 eV. As for the orbital gap (alpha / beta): 6.9651 / 7.5774 eV.

Last columns: bonded neighbours and bond lengths (Å).
CARTESIAN COORDINATES (ANGSTROEM)
1 C -0.75 0.24 -0.91  P4 1.738, S5 1.571
2 C 0.04 -2.40 -0.88  P4 1.844, H7 1.123, H8 1.048, H9 1.158
3 C -0.17 2.16 0.75  S6 1.778, H10 1.013, H11 1.035
4 P 0.72 -0.69 -0.85  C1 1.738, C2 1.844, H12 1.383
5 S -2.22 0.38 -1.45  C1 1.571
6 S 0.90 1.66 2.08  C3 1.778, H13 1.286
7 H 0.14 -2.83 -1.91  C2 1.123
8 H -0.88 -2.36 -0.39  C2 1.048
9 H 0.68 -3.00 -0.13  C2 1.158
10 H -1.16 2.25 0.90  C3 1.013
11 H 0.35 2.73 0.05  C3 1.035
12 H 0.59 -0.75 0.52  P4 1.383
13 H 1.77 2.60 2.22  S6 1.286

Atom charges from the natural (NBO) analysis, given in e for atoms 1 to 8: -0.54, -0.92, -0.50, 0.62, 0.17, -0.01, 0.24, 0.23



Entry two
Molecular formula: C3H7PS2
Method: DFT, wB97M-V/def2-TZVPD

The molar mass is 138.20 g/mol. As for the HOMO energy: -8.499 eV. As for the spin multiplicity: 1. For the LUMO energy, the calculation gives -0.3 eV. As for the orbital gap: 8.2141 eV.

Last columns: bonded neighbours and bond lengths (Å).
CARTESIAN COORDINATES (ANGSTROEM)
1 C 2.55 -0.23 0.97  P2 1.824, S3 1.801, H4 1.137, H5 1.100
2 P 2.39 0.40 -0.73  C1 1.824, S3 2.115, H6 1.414
3 S 3.99 -0.75 0.03  C1 1.801, P2 2.115
4 H 2.68 0.61 1.73  C1 1.137
5 H 2.14 -1.06 1.56  C1 1.100
6 H 1.50 -0.54 -1.30  P2 1.414
7 C -1.57 0.28 -1.02  C8 1.482, H10 1.087, H11 1.112, H12 1.137
8 C -1.76 -0.74 0.03  C7 1.482, S9 1.611, H13 1.198
9 S -0.64 -1.84 0.42  C8 1.611
10 H -0.55 0.21 -1.38  C7 1.087
11 H -1.72 1.32 -0.68  C7 1.112
12 H -2.34 0.10 -1.84  C7 1.137
13 H -2.87 -0.97 0.41  C8 1.198

Atom charges from the natural (NBO) analysis, given in e for atoms 1 to 8: -0.84, 0.46, -0.07, 0.23, 0.25, -0.04, -0.69, -0.27



Result of the stability comparison: entry two is the most stable of them.